1.
This record from the OMol25 dataset describes a single C17H20N2O2 molecule in a non-equilibrium geometry. The level of theory is ωB97M-V/def2-TZVPD.

XYZ file:
```
41
Properties=species:S:1:pos:R:3:forces:R:3
C -1.919747 0.913079 -4.661948 0.236 0.053 0.132
H -1.870990 1.986432 -4.816842 -0.040 0.141 -0.051
H -2.855077 0.685589 -4.153897 -0.121 -0.021 0.027
C -0.741533 0.391646 -3.844114 -0.335 -0.375 -0.158
C -0.877720 -1.120597 -3.728005 0.077 0.229 0.001
H -1.865253 -1.371191 -3.345021 -0.126 -0.085 0.022
H -0.766008 -1.577108 -4.710102 -0.033 -0.094 -0.116
H -0.139914 -1.551796 -3.058703 0.027 -0.101 -0.009
C 0.610516 0.983894 -4.314937 0.220 -0.017 -0.256
C 1.780293 0.201746 -3.722242 -0.103 0.061 -0.078
C 1.567955 0.010271 -2.252920 -0.198 0.133 0.321
C 0.457839 0.479756 -1.662681 0.778 -0.167 -0.760
C 0.151364 0.319876 -0.260567 -0.358 -0.038 0.887
N 0.971394 -0.287250 0.508968 0.119 0.055 -0.467
N 0.746888 -0.467694 1.832945 0.241 -0.147 0.363
C -0.325964 -0.140963 2.619008 0.083 -0.018 -0.072
O -1.344964 0.377557 2.206476 -0.068 0.018 -0.172
C -0.144475 -0.507881 4.052210 -0.016 0.018 0.215
C 1.087489 -0.489324 4.698699 -0.212 -0.025 -0.079
C 1.178223 -0.817926 6.037849 0.005 -0.076 0.207
C 0.039575 -1.176192 6.752703 0.109 0.121 -0.372
C -1.199033 -1.181522 6.114167 0.143 -0.044 0.259
C -1.284570 -0.840754 4.782783 0.153 0.034 -0.116
H -2.238992 -0.827690 4.279238 -0.086 0.012 -0.034
H -2.074362 -1.449460 6.683522 -0.121 -0.036 0.054
O 0.088241 -1.515692 8.064097 -0.014 -0.046 0.204
H 0.995287 -1.461610 8.389488 -0.117 0.002 -0.090
H 2.138322 -0.791773 6.536888 0.068 0.010 0.040
H 1.983280 -0.184239 4.176778 0.069 0.029 -0.044
H 1.509938 -0.973000 2.263825 -0.329 0.129 -0.098
H -0.793319 0.735841 0.079755 0.071 -0.078 0.176
C -0.506865 1.216960 -2.547874 -0.103 0.079 0.154
H -1.376594 1.599821 -2.016565 -0.067 -0.001 0.066
C 0.336943 2.186254 -3.397973 -0.008 0.402 -0.069
H -0.244520 2.972621 -3.870436 -0.049 -0.002 -0.058
H 1.202311 2.624270 -2.903650 0.013 0.060 0.037
H 2.317308 -0.520955 -1.687516 0.064 -0.079 0.163
H 1.888082 -0.770555 -4.212475 0.045 -0.040 -0.022
H 2.715956 0.745783 -3.889861 0.024 -0.047 -0.050
H 0.738331 1.163581 -5.383481 -0.011 -0.016 -0.041
H -1.935637 0.430195 -5.637587 -0.031 -0.034 -0.115
```
Positions in Å, forces in eV/Å.

Orbital gap, eV: 8.53
Largest force on an atom, Eh/bohr: 0.0214
Energy relative to the best compared isomer or geometry (same formula, charge and spin), kcal per mole: 47.8
Net charge: 0
SMILES: CC1(C)[C@@H]2CC=C(/C=N/NC(=O)c3ccc(O)cc3)[C@H]1C2
E, eV: -25027.353

Atomic partial charges in e from the Mulliken method, atoms 1 to 4:
1. C -1.62
2. H 0.34
3. H 0.39
4. C 1.63

=====

2.
This record from the OMol25 dataset describes a single C17H20N2O3S molecule. The level of theory is ωB97M-V/def2-TZVPD.

XYZ file:
```
43
Properties=species:S:1:pos:R:3:forces:R:3
C 5.277596 2.182541 1.317077 0.015 0.154 0.094
O 5.002774 1.011124 0.594148 -0.153 -0.289 -0.161
C 3.705837 0.591679 0.513907 0.118 -0.076 -0.066
C 2.618785 1.242890 1.070167 0.326 -0.021 -0.068
C 1.336779 0.731642 0.932077 -0.161 -0.188 -0.123
C 1.127541 -0.444485 0.229088 0.298 0.164 0.030
C 2.212846 -1.111896 -0.337224 0.212 -0.181 -0.137
C 3.493545 -0.608003 -0.202016 0.106 0.243 0.141
O 4.608783 -1.189721 -0.718687 -0.121 0.347 0.232
C 4.459889 -2.395963 -1.427734 -0.043 -0.211 -0.126
H 4.038564 -3.184746 -0.796634 0.001 0.033 -0.029
H 5.464729 -2.678450 -1.738107 -0.088 -0.018 0.001
H 3.828084 -2.268530 -2.312486 0.010 -0.009 0.043
H 2.027566 -2.023044 -0.877614 0.035 -0.047 -0.045
N -0.182983 -0.919767 0.121025 0.013 0.243 0.166
C -0.644277 -1.990586 -0.559045 -0.457 0.113 0.080
O 0.015235 -2.759568 -1.226505 0.217 -0.230 -0.174
C -2.155985 -2.159033 -0.426463 -0.174 -0.258 0.310
H -2.456504 -3.079427 -0.926934 0.149 0.162 -0.070
H -2.667394 -1.307439 -0.871396 0.017 0.016 -0.105
S -2.647570 -2.258635 1.332041 -0.288 0.078 -0.097
C -4.176725 -1.256745 1.374091 0.501 -0.172 0.081
H -4.739142 -1.451557 0.461695 -0.140 -0.011 0.051
C -3.921008 0.238815 1.581175 -0.170 -0.119 -0.024
C -3.485106 0.930640 0.322897 -0.236 0.084 0.099
N -2.184042 1.150010 0.174024 0.015 -0.005 0.385
C -1.754350 1.751420 -0.924895 0.034 0.169 -0.342
C -2.598657 2.167727 -1.939605 -0.038 -0.035 0.028
C -3.958484 1.932157 -1.796181 0.049 -0.043 0.068
C -4.410558 1.305472 -0.648660 0.139 0.031 -0.050
H -5.461828 1.109424 -0.499511 -0.098 -0.014 0.027
H -4.653911 2.234146 -2.565750 -0.044 0.028 -0.052
H -2.205494 2.656636 -2.816393 0.062 0.043 -0.069
H -0.683650 1.895984 -0.986691 0.113 0.029 -0.091
H -3.151356 0.361304 2.344125 -0.076 0.068 -0.017
H -4.846430 0.698026 1.936828 -0.008 0.043 0.028
H -4.729420 -1.655150 2.224019 -0.085 -0.024 -0.058
H -0.878491 -0.320786 0.566104 0.088 -0.240 -0.095
H 0.500982 1.251301 1.375722 -0.126 0.047 0.067
H 2.753782 2.158904 1.622683 0.067 0.080 0.044
H 4.784562 3.056348 0.876464 0.003 -0.032 0.028
H 4.978384 2.090151 2.366966 -0.005 0.011 -0.039
H 6.357082 2.315196 1.262229 -0.076 0.040 0.034
```
Positions in Å, forces in eV/Å.

Orbital gap, eV: 7.98
Largest force on an atom, Eh/bohr: 0.0104
Energy relative to the best compared isomer or geometry (same formula, charge and spin), kcal per mole: 36.1
Net charge: 0
SMILES: COc1ccc(NC(=O)CSCCc2ccccn2)cc1OC
E, eV: -37911.395

Atomic partial charges in e from the Mulliken method, atoms 1 to 4:
1. C -0.94
2. O -0.43
3. C 0.82
4. C -0.59

=====

3.
This record from the OMol25 dataset describes a single C17H20N2O4 molecule in a non-equilibrium geometry. The level of theory is ωB97M-V/def2-TZVPD.

XYZ file:
```
43
Properties=species:S:1:pos:R:3:forces:R:3
O 2.634289 2.815394 0.784703 0.222 0.408 -0.258
O -2.406569 1.565248 1.501992 1.142 -1.462 0.710
O -0.641297 -3.350952 0.976489 -0.696 -1.161 -0.360
O 0.136004 -1.273619 0.635044 1.849 0.852 -1.155
C 1.446671 2.634455 0.968647 0.900 0.296 0.376
C -1.204222 1.820401 1.381544 -1.089 -2.030 2.400
C -0.514331 4.993104 -1.390450 -0.292 1.800 -0.542
C -1.817396 4.671002 -1.012135 -0.572 -2.081 0.869
C 0.515723 4.357493 -0.738693 2.357 -0.278 0.985
C -2.026548 3.538404 -0.156524 2.725 2.416 -0.246
C 0.364944 3.367103 0.277528 -1.067 -0.171 -1.380
C -0.909298 2.906686 0.527418 -0.837 2.631 -2.532
N 1.103978 1.784739 2.006454 -2.710 0.694 -2.090
N -0.158910 1.117034 2.053957 -1.534 2.189 -1.273
C -0.577908 -2.623644 2.150341 -1.286 0.780 0.284
C -0.397086 -0.201656 2.643957 1.941 1.173 1.637
C 1.143225 -2.541203 -2.656078 -2.616 -0.498 -2.263
C 2.087209 -2.567993 -1.543706 0.423 0.361 -0.001
C -0.212939 -1.759291 -2.362890 1.232 -0.427 -1.634
C 1.397032 -3.237785 -0.398833 0.796 1.111 2.452
C -0.908889 -2.283835 -1.149220 -1.638 -0.909 0.002
C -0.809412 -1.204686 1.644034 2.195 -1.492 1.671
C 0.000883 -2.546227 0.030683 1.095 -0.236 -1.640
H -0.382924 5.895681 -2.115838 0.185 -1.949 1.393
H -2.688133 5.243974 -1.378510 0.604 -0.517 0.159
H 1.568862 4.642883 -0.879648 -0.552 0.001 -0.333
H -3.005304 3.384909 0.156536 -1.425 -0.868 0.402
H 1.897751 1.514958 2.488173 1.324 -1.475 1.348
H -1.185936 -2.961262 2.948823 -1.282 -0.693 0.286
H 0.395723 -2.704079 2.513360 1.995 0.320 0.878
H -1.163882 -0.121691 3.436874 0.356 0.046 -0.292
H 0.608521 -0.482036 3.126247 -1.507 0.203 -0.645
H 1.597171 -2.133375 -3.538946 0.224 0.761 -0.490
H 0.920150 -3.583205 -3.055130 -0.038 0.792 0.935
H 2.959551 -3.115170 -1.917856 0.144 -0.009 0.625
H 2.400941 -1.550700 -1.294189 0.062 -0.005 0.092
H 0.100742 -0.736588 -2.145240 -0.299 0.321 -0.642
H -0.879528 -1.904922 -3.303511 1.044 0.842 1.650
H 2.154874 -3.204003 0.463301 -1.483 -0.223 -0.641
H 1.271007 -4.275509 -0.686156 -0.610 -0.213 0.302
H -1.246535 -3.262677 -1.496620 -0.705 -0.147 0.460
H -1.801135 -1.616155 -0.795945 1.510 -1.359 -0.758
H -1.767069 -1.011209 1.300013 -2.087 0.205 -0.742
```
Positions in Å, forces in eV/Å.

Orbital gap, eV: 8.67
Largest force on an atom, Eh/bohr: 0.0729
Energy relative to the best compared isomer or geometry (same formula, charge and spin), kcal per mole: 109.2
Net charge: 0
SMILES: O=c1[nH]n(C[C@@H]2COC3(CCCCC3)O2)c(=O)c2ccccc12
E, eV: -29121.209

Atomic partial charges in e from the Mulliken method, atoms 1 to 4:
1. O -0.68
2. O -0.70
3. O -0.51
4. O -0.30